Computed, not measured: a cluster of 2 separate species, C41H46N2O5 in total, with wB97M-V/def2-TZVPD.

As for the total energy: -56479.7836 eV. The HOMO energy is -0.2277 hartree. The energy above the lowest of the compared OMol25 structures with the same formula, charge and spin is 71.38 kJ/mol. For the LUMO energy, the calculation gives -0.073 hartree. For the HOMO-LUMO gap, the calculation gives 4.217 eV.

Last column: Löwdin charge in e.
Geometry (Å):
C (5.415, -4.565, 0.729)  -0.16
C (6.672, -3.884, 1.236)  -0.16
N (6.602, -2.439, 1.220)  -0.07
C (7.904, -1.808, 1.224)  -0.16
C (7.882, -0.361, 1.677)  -0.17
C (6.735, 0.415, 1.042)  -0.14
C (5.434, -0.318, 1.106)  -0.14
C (5.430, -1.746, 1.179)  -0.08
C (4.175, -2.425, 1.227)  -0.14
C (2.990, -1.704, 1.215)  0.03
C (2.970, -0.286, 1.083)  -0.20
C (1.747, 0.456, 0.998)  0.04
C (0.500, -0.096, 0.729)  -0.06
C (-0.732, 0.533, 0.949)  0.07
C (-1.918, -0.223, 1.258)  -0.19
C (-2.051, -1.543, 0.758)  0.03
C (-3.163, -2.327, 1.000)  -0.14
C (-4.222, -1.837, 1.817)  -0.08
N (-5.354, -2.575, 1.985)  -0.06
C (-5.619, -3.803, 1.268)  -0.16
C (-4.720, -4.030, 0.064)  -0.16
C (-3.272, -3.679, 0.372)  -0.15
C (-6.456, -2.150, 2.817)  -0.16
C (-6.039, -1.188, 3.914)  -0.16
C (-5.107, -0.086, 3.411)  -0.14
C (-4.073, -0.554, 2.430)  -0.13
C (-2.978, 0.237, 2.102)  0.04
C (4.234, 0.371, 1.067)  0.04
C (4.140, -3.919, 1.266)  -0.15
H (5.401, -4.525, -0.367)  0.12
H (5.446, -5.619, 1.016)  0.12
H (6.887, -4.224, 2.264)  0.13
H (7.531, -4.192, 0.623)  0.13
H (8.569, -2.396, 1.870)  0.13
H (8.332, -1.864, 0.209)  0.13
H (7.793, -0.323, 2.769)  0.12
H (8.835, 0.101, 1.413)  0.12
H (6.624, 1.381, 1.544)  0.12
H (6.987, 0.632, -0.008)  0.13
H (2.046, -2.246, 1.308)  0.12
H (1.804, 1.531, 1.167)  0.12
H (0.498, -1.113, 0.326)  0.10
H (-0.754, 1.615, 1.100)  0.13
H (-1.261, -1.959, 0.133)  0.12
H (-5.513, -4.651, 1.965)  0.13
H (-6.669, -3.800, 0.944)  0.13
H (-4.792, -5.074, -0.246)  0.12
H (-5.069, -3.408, -0.769)  0.13
H (-2.687, -3.681, -0.553)  0.12
H (-2.830, -4.440, 1.034)  0.13
H (-7.230, -1.680, 2.186)  0.14
H (-6.915, -3.048, 3.252)  0.13
H (-6.943, -0.747, 4.340)  0.12
H (-5.546, -1.749, 4.715)  0.12
H (-5.709, 0.715, 2.955)  0.13
H (-4.607, 0.366, 4.277)  0.12
H (-2.894, 1.234, 2.542)  0.13
H (4.243, 1.463, 1.009)  0.13
H (3.288, -4.269, 0.669)  0.12
H (3.958, -4.260, 2.297)  0.13
C (1.298, 5.789, 0.825)  -0.07
C (1.501, 4.481, 0.119)  -0.24
O (0.221, 3.890, -0.198)  -0.03
C (0.317, 3.078, -1.281)  -0.50
C (-0.963, 2.949, -1.993)  -0.03
C (-1.596, 4.224, -2.346)  -0.33
C (-2.939, 4.155, -3.013)  -0.14
C (-3.743, 3.008, -2.975)  -0.05
C (-4.893, 2.918, -3.757)  -0.09
C (-5.271, 3.986, -4.578)  -0.10
C (-4.513, 5.162, -4.565)  -0.09
C (-3.387, 5.267, -3.748)  -0.02
O (-1.051, 5.320, -2.191)  0.05
C (-0.918, 1.998, -3.112)  -0.48
O (-1.388, 2.203, -4.230)  0.06
O (-0.239, 0.864, -2.844)  -0.02
C (-0.007, 0.111, -4.046)  -0.24
C (1.194, -0.749, -3.807)  -0.08
O (1.387, 2.608, -1.646)  0.06
H (2.233, 6.061, 1.318)  0.07
H (1.071, 6.567, 0.090)  0.08
H (0.497, 5.748, 1.566)  0.08
H (2.057, 4.641, -0.811)  0.13
H (2.054, 3.760, 0.734)  0.10
H (-3.444, 2.180, -2.334)  0.11
H (-5.472, 1.997, -3.737)  0.09
H (-6.152, 3.900, -5.214)  0.09
H (-4.789, 6.003, -5.200)  0.09
H (-2.810, 6.193, -3.704)  0.11
H (-0.910, -0.468, -4.276)  0.12
H (0.186, 0.797, -4.876)  0.12
H (1.257, -1.506, -4.589)  0.07
H (2.095, -0.130, -3.875)  0.08
H (1.170, -1.239, -2.830)  0.07


Computed, not measured: a structure of composition C41H47As2BrCaN6O12PS, with wB97M-V/def2-TZVPD.

As for the total energy: -307049.3601 eV. The total charge is -1. The HOMO energy (alpha / beta) is -0.1191 / -0.0952 hartree. For the LUMO energy (alpha / beta), the calculation gives 0.051 / 0.042 hartree. For the HOMO-LUMO gap (alpha / beta), the calculation gives 4.629 / 3.745 eV.

Last column: Löwdin charge in e.
Geometry (Å):
Ca (0.671, -0.019, 0.663)  0.97
N (-5.939, 3.632, 4.328)  0.09
C (-4.793, 2.817, 4.356)  -0.31
C (-3.564, 3.321, 3.917)  -0.01
C (-2.440, 2.495, 3.853)  -0.04
C (-2.563, 1.143, 4.178)  -0.22
C (-3.793, 0.610, 4.556)  -0.05
C (-4.911, 1.446, 4.616)  -0.02
S (-1.073, 0.108, 4.170)  0.84
O (-1.458, -1.061, 4.963)  -0.15
O (-0.133, 0.987, 4.876)  -0.17
N (-0.668, -0.143, 2.653)  -0.19
C (-1.433, -1.099, 1.741)  -0.26
N (-2.654, -1.364, 2.219)  0.09
C (-3.443, -2.210, 1.522)  -0.10
C (-3.125, -2.824, 0.324)  -0.02
C (-1.895, -2.547, -0.215)  -0.25
N (-1.020, -1.732, 0.377)  -0.01
H (-5.715, 4.612, 4.472)  0.09
H (-6.658, 3.303, 4.964)  0.09
H (-3.462, 4.365, 3.636)  0.12
H (-1.474, 2.893, 3.556)  0.10
H (-3.876, -0.448, 4.785)  0.11
H (-5.871, 1.015, 4.880)  0.11
H (-4.405, -2.394, 1.991)  0.11
H (-3.819, -3.492, -0.164)  0.11
H (-1.570, -2.981, -1.152)  0.11
O (-2.775, 0.781, 0.382)  0.02
C (-2.072, 1.770, 0.197)  -0.54
C (-2.665, 3.108, -0.103)  -0.10
C (-1.466, 3.993, -0.249)  -0.10
C (-0.321, 3.063, -0.016)  -0.56
O (0.843, 3.452, -0.059)  0.03
N (-0.744, 1.826, 0.230)  0.02
H (-3.308, 3.429, 0.723)  0.11
H (-3.250, 3.062, -1.026)  0.12
H (-1.459, 4.793, 0.497)  0.11
H (-1.401, 4.427, -1.251)  0.12
Br (3.947, 4.999, 4.343)  0.73
C (3.072, 3.649, 3.352)  -0.68
C (1.702, 3.470, 3.490)  -0.10
C (1.109, 2.468, 2.742)  -0.16
N (1.787, 1.664, 1.894)  -0.04
C (3.118, 1.869, 1.787)  -0.15
C (3.804, 2.842, 2.490)  -0.08
H (1.107, 4.085, 4.155)  0.10
H (0.041, 2.279, 2.806)  0.06
H (3.634, 1.206, 1.098)  0.05
H (4.874, 2.961, 2.364)  0.11
C (2.745, -3.653, 2.766)  -0.29
P (1.913, -2.202, 1.926)  0.94
C (3.563, -1.415, 1.540)  -0.33
C (1.014, -1.772, 3.473)  -0.43
C (0.049, -2.641, 4.004)  -0.12
C (-0.631, -2.300, 5.175)  -0.14
C (-0.358, -1.088, 5.816)  -0.16
C (0.597, -0.215, 5.285)  -0.33
C (1.282, -0.555, 4.115)  -0.11
H (1.998, -4.376, 3.147)  0.03
H (3.363, -3.288, 3.616)  0.05
H (3.395, -4.175, 2.035)  0.04
H (4.422, -1.995, 1.936)  0.03
H (3.598, -0.403, 1.991)  -0.01
H (3.672, -1.334, 0.441)  -0.01
H (-0.174, -3.579, 3.512)  0.11
H (-1.371, -2.975, 5.584)  0.16
H (-0.888, -0.824, 6.721)  0.19
H (0.805, 0.725, 5.778)  0.13
H (2.016, 0.129, 3.711)  0.11
C (0.486, -4.168, -0.356)  -0.13
O (0.657, -2.966, -1.008)  -0.20
C (1.561, -2.759, -1.997)  -0.55
O (2.284, -3.678, -2.363)  0.00
C (1.783, -1.380, -2.531)  -0.47
C (2.679, -1.183, -3.514)  -0.39
As (1.771, -2.013, -5.036)  1.29
C (3.006, -1.572, -6.525)  -0.31
C (0.526, -0.455, -5.280)  -0.25
C (0.027, 0.308, -4.224)  -0.24
As (0.415, -0.012, -2.271)  1.28
C (-1.205, -1.153, -2.200)  -0.29
C (-0.923, 1.463, -4.398)  -0.46
O (-1.215, 2.137, -3.419)  0.04
O (-1.506, 1.751, -5.589)  -0.08
C (-2.356, 2.819, -5.794)  -0.09
C (0.261, -0.092, -6.714)  -0.49
O (0.384, 1.074, -7.055)  0.10
O (-0.039, -0.997, -7.686)  -0.07
C (-0.498, -2.285, -7.503)  -0.13
C (3.226, 0.164, -3.911)  -0.53
O (2.662, 1.202, -3.608)  0.05
O (4.459, 0.270, -4.473)  -0.08
C (5.456, -0.679, -4.358)  -0.12
H (-0.314, -4.058, 0.406)  0.08
H (1.427, -4.459, 0.158)  0.08
H (0.190, -4.958, -1.078)  0.11
H (3.910, -2.209, -6.472)  0.02
H (3.277, -0.499, -6.539)  0.04
H (2.505, -1.806, -7.484)  0.01
H (-1.156, -1.945, -2.977)  0.06
H (-2.099, -0.523, -2.385)  0.06
H (-1.323, -1.606, -1.197)  -0.08
H (-2.679, 2.830, -6.855)  0.10
H (-1.828, 3.771, -5.572)  0.10
H (-3.253, 2.729, -5.144)  0.10
H (-0.747, -2.718, -8.493)  0.09
H (-1.417, -2.277, -6.881)  0.10
H (0.266, -2.938, -7.050)  0.04
H (6.338, -0.351, -4.946)  0.09
H (5.126, -1.667, -4.726)  0.07
H (5.756, -0.781, -3.294)  0.10
H (2.617, -0.025, -0.142)  -0.09


Computed, not measured: a structure of composition C41H47AuN3OSSi2, with wB97M-V/def2-TZVPD.

As for the total energy: -80074.6740 eV. The total charge is +1. As for the spin multiplicity: 3. The HOMO energy (alpha / beta) is -0.3616 / -0.4052 hartree. The energy above the lowest of the compared OMol25 structures with the same formula, charge and spin is 0.00 kJ/mol. For the LUMO energy (alpha / beta), the calculation gives -0.064 / -0.161 hartree. For the HOMO-LUMO gap (alpha / beta), the calculation gives 8.102 / 6.643 eV.

Last column: Löwdin charge in e.
Geometry (Å):
Au (12.438, 13.982, 14.920)  0.71
C (11.071, 13.076, 16.412)  -0.28
Si (11.259, 11.263, 16.601)  0.65
C (10.055, 10.128, 15.441)  -0.14
N (9.770, 10.457, 14.093)  -0.08
C (9.012, 11.684, 13.796)  -0.12
C (8.357, 11.542, 12.390)  -0.14
C (9.412, 11.304, 11.320)  -0.17
C (10.618, 10.514, 11.829)  -0.16
C (10.258, 9.644, 13.016)  -0.14
C (12.992, 10.642, 16.486)  -0.30
C (13.827, 11.327, 17.338)  -0.19
C (15.160, 11.016, 17.480)  -0.08
C (15.632, 9.942, 16.728)  -0.06
C (14.812, 9.257, 15.799)  -0.06
C (13.477, 9.628, 15.678)  -0.09
C (10.596, 10.712, 18.297)  -0.25
C (9.686, 11.458, 19.063)  -0.10
C (9.290, 11.044, 20.339)  -0.07
C (9.712, 9.805, 20.871)  -0.08
C (10.561, 9.002, 20.138)  -0.08
C (11.003, 9.485, 18.889)  -0.09
H (11.396, 13.548, 17.310)  -0.01
H (10.197, 13.603, 16.030)  0.01
H (9.157, 10.233, 16.108)  0.11
H (10.381, 9.066, 15.513)  0.11
H (9.780, 12.503, 13.681)  0.09
H (8.300, 11.822, 14.613)  0.14
H (7.742, 12.399, 12.155)  0.11
H (7.665, 10.717, 12.486)  0.11
H (9.801, 12.238, 10.872)  0.10
H (8.989, 10.728, 10.497)  0.12
H (11.441, 11.210, 12.110)  0.11
H (10.966, 9.839, 11.062)  0.12
H (11.110, 9.045, 13.354)  0.12
H (9.395, 8.957, 12.811)  0.17
H (13.454, 12.091, 17.994)  0.09
H (15.732, 11.460, 18.300)  0.12
H (16.683, 9.722, 16.745)  0.10
H (15.100, 8.427, 15.170)  0.10
H (12.834, 9.154, 14.969)  0.08
H (9.444, 12.456, 18.788)  0.08
H (8.657, 11.688, 20.967)  0.11
H (9.321, 9.514, 21.857)  0.11
H (10.949, 8.045, 20.478)  0.11
H (11.824, 8.936, 18.345)  0.11
C (16.011, 13.673, 13.516)  -0.02
N (15.913, 14.964, 14.188)  -0.11
C (16.706, 16.155, 13.728)  -0.07
C (16.593, 17.159, 14.840)  -0.12
N (15.691, 16.470, 15.724)  0.03
C (15.319, 15.244, 15.333)  -0.79
S (14.294, 14.358, 16.300)  0.71
H (15.847, 13.760, 12.416)  0.11
H (15.267, 13.005, 13.938)  0.06
H (16.981, 13.211, 13.662)  0.09
H (16.188, 16.468, 12.780)  0.12
H (17.688, 15.867, 13.403)  0.12
H (16.119, 18.064, 14.447)  0.10
H (17.522, 17.399, 15.299)  0.12
H (15.156, 16.854, 16.455)  0.12
O (11.181, 13.726, 13.203)  -0.51
Si (11.153, 14.973, 12.036)  0.50
C (9.536, 15.865, 12.037)  -0.24
C (8.480, 15.316, 12.744)  -0.08
C (7.209, 15.961, 12.806)  -0.08
C (7.061, 17.148, 12.179)  -0.11
C (8.085, 17.725, 11.446)  -0.07
C (9.318, 17.059, 11.321)  -0.08
C (11.536, 14.322, 10.317)  -0.28
C (12.383, 13.279, 10.219)  -0.14
C (12.700, 12.794, 8.951)  -0.09
C (12.283, 13.415, 7.798)  -0.09
C (11.392, 14.495, 7.885)  -0.06
C (11.012, 14.920, 9.160)  -0.07
C (12.444, 16.278, 12.307)  -0.24
C (13.323, 16.658, 11.269)  -0.06
C (14.165, 17.750, 11.463)  -0.10
C (14.171, 18.415, 12.657)  -0.13
C (13.407, 18.016, 13.728)  -0.09
C (12.518, 16.998, 13.489)  -0.13
H (8.649, 14.436, 13.367)  0.08
H (6.444, 15.642, 13.487)  0.10
H (6.104, 17.661, 12.184)  0.11
H (7.983, 18.616, 10.843)  0.10
H (10.106, 17.513, 10.698)  0.11
H (12.905, 12.904, 11.093)  0.10
H (13.415, 11.932, 8.901)  0.12
H (12.579, 13.006, 6.825)  0.11
H (11.037, 14.990, 6.950)  0.12
H (10.362, 15.710, 9.226)  0.06
H (13.395, 16.021, 10.352)  0.12
H (14.857, 18.098, 10.694)  0.11
H (14.915, 19.190, 12.773)  0.11
H (13.505, 18.541, 14.668)  0.11
H (11.749, 16.821, 14.245)  0.10


Computed, not measured: a structure of composition C41H47I2N3OPPdSi3, with wB97M-V/def2-TZVPD.

As for the total energy: -102395.1746 eV. The total charge is +1. As for the spin multiplicity: 5. The HOMO energy (alpha / beta) is -0.3479 / -0.3898 hartree. The energy above the lowest of the compared OMol25 structures with the same formula, charge and spin is 0.00 kJ/mol. For the LUMO energy (alpha / beta), the calculation gives -0.121 / -0.200 hartree. For the HOMO-LUMO gap (alpha / beta), the calculation gives 6.185 / 5.161 eV.

Last column: Löwdin charge in e.
Geometry (Å):
Pd (0.127, 0.809, -0.614)  0.90
C (2.725, 2.017, -3.706)  -0.17
Si (0.850, 1.671, -3.730)  0.43
C (0.463, 1.379, -5.559)  -0.17
C (0.055, 3.305, -3.198)  -0.18
C (0.254, 0.150, -2.758)  -0.48
Si (-1.574, -0.350, -2.843)  0.42
C (-2.679, -0.452, -1.285)  -0.19
C (-2.567, 0.695, -4.069)  -0.18
C (-1.657, -2.116, -3.542)  -0.17
Si (1.599, -1.109, -2.390)  0.47
C (1.431, -2.803, -1.560)  -0.16
C (2.476, -1.512, -4.022)  -0.17
C (2.835, -0.152, -1.257)  -0.31
C (4.147, -0.551, -1.008)  -0.05
C (5.005, 0.289, -0.318)  -0.05
C (4.544, 1.533, 0.091)  -0.05
C (3.222, 1.856, -0.153)  -0.16
N (2.392, 1.025, -0.782)  -0.03
H (3.013, 2.398, -4.688)  0.04
H (3.342, 1.141, -3.507)  0.01
H (2.987, 2.781, -2.972)  0.02
H (0.832, 2.219, -6.153)  0.04
H (-0.605, 1.281, -5.753)  0.01
H (0.951, 0.473, -5.927)  0.03
H (0.285, 4.078, -3.934)  0.04
H (0.448, 3.637, -2.234)  0.02
H (-1.030, 3.234, -3.114)  0.00
H (-2.970, 0.525, -0.904)  0.00
H (-2.203, -0.999, -0.479)  -0.03
H (-3.597, -0.979, -1.560)  0.04
H (-2.441, 1.770, -3.925)  0.01
H (-3.631, 0.472, -3.961)  0.04
H (-2.287, 0.453, -5.095)  0.02
H (-1.010, -2.825, -3.026)  0.00
H (-1.374, -2.109, -4.597)  0.04
H (-2.682, -2.492, -3.478)  0.03
H (0.590, -3.374, -1.953)  0.01
H (1.310, -2.739, -0.481)  0.00
H (2.337, -3.376, -1.770)  0.04
H (1.807, -2.115, -4.643)  0.04
H (3.389, -2.091, -3.863)  0.03
H (2.735, -0.618, -4.591)  0.01
H (4.486, -1.513, -1.370)  0.11
H (6.029, -0.007, -0.128)  0.11
H (5.199, 2.238, 0.584)  0.11
H (2.819, 2.820, 0.133)  0.11
I (-4.192, 3.739, -1.398)  1.05
C (-2.809, 3.989, 0.139)  -0.59
C (-2.992, 4.933, 1.135)  -0.21
C (-2.064, 5.067, 2.152)  -0.62
I (-2.446, 6.503, 3.630)  1.02
C (-0.908, 4.233, 2.226)  -0.20
C (0.066, 4.286, 3.240)  -0.02
C (1.089, 3.373, 3.246)  0.00
C (1.151, 2.412, 2.232)  -0.11
N (0.285, 2.371, 1.238)  0.07
C (-0.725, 3.259, 1.221)  -0.15
C (-1.666, 3.138, 0.114)  -0.40
O (-1.463, 2.320, -0.810)  -0.13
H (-3.869, 5.564, 1.117)  0.09
H (-0.001, 5.034, 4.019)  0.07
H (1.839, 3.387, 4.024)  0.12
H (1.916, 1.645, 2.248)  0.11
N (0.104, -0.889, 0.509)  -0.20
P (-0.401, -1.597, 1.826)  0.83
C (-2.005, -0.986, 2.417)  -0.29
C (-2.126, 0.389, 2.604)  -0.08
C (-3.331, 0.933, 3.014)  -0.06
C (-4.420, 0.100, 3.239)  -0.06
C (-4.297, -1.270, 3.064)  -0.06
C (-3.092, -1.820, 2.648)  -0.06
C (0.740, -1.401, 3.225)  -0.31
C (0.327, -1.511, 4.550)  -0.08
C (1.263, -1.424, 5.570)  -0.07
C (2.605, -1.227, 5.271)  -0.07
C (3.015, -1.109, 3.950)  -0.07
C (2.084, -1.193, 2.926)  -0.10
C (-0.580, -3.384, 1.555)  -0.30
C (-1.277, -3.809, 0.425)  -0.10
C (-1.402, -5.162, 0.161)  -0.06
C (-0.814, -6.093, 1.007)  -0.06
C (-0.111, -5.670, 2.125)  -0.06
C (0.003, -4.317, 2.407)  -0.06
H (-1.263, 1.017, 2.426)  0.08
H (-3.421, 2.004, 3.156)  0.10
H (-5.366, 0.520, 3.555)  0.11
H (-5.145, -1.918, 3.241)  0.11
H (-3.001, -2.889, 2.500)  0.11
H (-0.721, -1.661, 4.782)  0.11
H (0.940, -1.517, 6.599)  0.11
H (3.329, -1.164, 6.072)  0.11
H (4.062, -0.964, 3.713)  0.11
H (2.382, -1.098, 1.886)  0.09
H (-1.713, -3.081, -0.250)  0.10
H (-1.951, -5.489, -0.713)  0.11
H (-0.905, -7.150, 0.796)  0.11
H (0.359, -6.395, 2.777)  0.11
H (0.541, -3.988, 3.287)  0.10